The following is a quantum chemistry calculation of C33H30I2O4 as an isolated structure, from OMol25.

## Properties
E_tot	-2171.827869	Ha

Geometry (Å):
C (8.593, 1.780, 0.671)
C (7.353, 2.472, 0.118)
C (6.412, 2.743, 1.274)
O (6.592, 2.229, 2.340)
O (5.376, 3.589, 1.076)
C (4.334, 3.371, 2.040)
C (3.112, 4.187, 1.624)
C (1.831, 3.495, 1.957)
C (1.640, 2.757, 3.051)
C (0.375, 2.085, 3.385)
O (0.224, 1.684, 4.510)
C (-0.654, 1.966, 2.308)
C (-0.471, 2.774, 1.174)
C (-1.396, 2.767, 0.140)
C (-2.515, 1.950, 0.209)
C (-2.703, 1.114, 1.305)
I (-4.410, -0.100, 1.293)
C (-1.776, 1.115, 2.365)
I (-2.063, -0.188, 3.995)
C (0.711, 3.661, 1.015)
O (0.764, 4.466, 0.121)
H (8.999, 2.308, 1.526)
H (9.368, 1.740, -0.091)
H (8.375, 0.764, 0.979)
H (7.659, 3.412, -0.336)
H (6.888, 1.806, -0.602)
H (4.645, 3.646, 3.039)
H (4.069, 2.318, 2.038)
H (3.104, 5.126, 2.178)
H (3.135, 4.445, 0.572)
H (2.426, 2.647, 3.781)
H (-1.269, 3.394, -0.727)
H (-3.254, 1.939, -0.575)
C (-5.186, -6.114, 1.276)
C (-4.439, -5.040, 1.738)
C (-5.001, -3.771, 1.785)
C (-6.314, -3.580, 1.378)
C (-7.062, -4.653, 0.916)
C (-6.497, -5.920, 0.862)
H (-4.747, -7.103, 1.237)
H (-3.416, -5.190, 2.061)
H (-4.413, -2.931, 2.133)
H (-6.756, -2.591, 1.417)
H (-8.085, -4.503, 0.596)
H (-7.079, -6.756, 0.497)
C (3.258, -0.343, -2.741)
C (4.431, 0.371, -2.953)
C (4.589, 1.611, -2.349)
C (3.599, 2.126, -1.539)
C (2.425, 1.418, -1.322)
C (2.256, 0.180, -1.929)
H (3.123, -1.309, -3.209)
H (5.211, -0.034, -3.584)
H (5.485, 2.197, -2.510)
H (3.756, 3.097, -1.086)
H (1.649, 1.827, -0.688)
H (1.343, -0.380, -1.771)
C (-4.815, -2.416, -1.899)
C (-4.557, -3.776, -1.999)
C (-4.597, -4.400, -3.238)
C (-4.890, -3.664, -4.379)
C (-5.146, -2.303, -4.279)
C (-5.112, -1.681, -3.039)
H (-4.789, -1.920, -0.936)
H (-4.329, -4.349, -1.110)
H (-4.402, -5.462, -3.315)
H (-4.918, -4.151, -5.345)
H (-5.374, -1.729, -5.168)
H (-5.317, -0.620, -2.960)

Here are the Mulliken charges for atoms 1 to 5, given in e: atom 1 (C): -1.305, atom 2 (C): 0.145, atom 3 (C): 0.453, atom 4 (O): -0.566, atom 5 (O): -0.320